#i
The following is a DFT calculation (ωB97M-V/def2-TZVPD) of a gas-phase ion, C5H7N4 (charge +1).

Values from the calculation:
Kohn-Sham gap (spin up / spin down), eV: 7.3425 / 7.1409
E_LUMO (spin up / spin down), Ha: -0.1593 / -0.1679
Charge: +1

```
16
C5H7N4 (ωB97M-V/def2-TZVPD)
C -2.743 0.677 0.135
C 0.238 -1.326 0.418
C 0.600 0.801 -0.199
C 1.485 -1.324 -0.435
C -1.942 -0.393 0.361
N -3.352 1.536 -0.289
N -0.598 -0.253 0.310
N 1.528 0.047 -0.714
N 0.446 2.003 0.260
H 0.033 -2.184 0.920
H 2.268 -1.816 0.281
H 1.357 -2.079 -1.170
H -2.404 -1.404 0.494
H 2.353 0.537 -1.029
H -0.435 2.396 0.440
H 1.165 2.781 0.217
```


#ii
The following is a DFT calculation (ωB97M-V/def2-TZVPD) of a gas-phase ion, C5H7N4 (charge +1).

Values from the calculation:
Kohn-Sham gap (spin up / spin down), eV: 8.3259 / 6.4478
E_LUMO (spin up / spin down), Ha: -0.2458 / -0.3023
Charge: +1

```
16
C5H7N4 (ωB97M-V/def2-TZVPD)
C 2.963 0.253 -0.440
C -0.743 1.855 -0.999
C 0.764 -0.492 0.115
C 0.882 -1.965 0.452
C -2.456 1.025 0.381
N 4.118 0.412 -0.453
N -0.527 -0.166 0.200
N -1.107 0.946 -0.218
N 1.705 0.268 -0.417
H 0.045 2.000 -1.702
H 0.900 -2.588 -0.450
H 1.832 -2.252 1.051
H -0.085 -2.258 0.988
H -2.619 0.090 0.983
H -2.540 1.838 0.986
H -3.129 1.035 -0.477
```


The energy of each structure relative to the most stable one, in eV, is as follows: #i 0.000; #ii 2.788.


#i
The following is a DFT calculation (ωB97M-V/def2-TZVPD) of C4H4O3 in the gas phase.

Values from the calculation:
Kohn-Sham gap, eV: 7.6595
E_LUMO, Ha: -0.0018
Charge: 0

```
11
C4H4O3 (ωB97M-V/def2-TZVPD)
O -1.683 1.736 0.568
C -0.846 0.630 0.464
C -0.974 -0.705 0.996
O 0.071 -1.548 0.532
C 0.755 -0.710 -0.350
O 1.550 -1.490 -1.045
C 0.366 0.622 -0.297
H -0.896 2.474 0.226
H -1.632 -1.187 1.762
H 2.491 -1.048 -1.638
H 0.799 1.226 -1.218
```


#ii
The following is a DFT calculation (ωB97M-V/def2-TZVPD) of C4H4O3 in the gas phase.

Values from the calculation:
Kohn-Sham gap, eV: 10.6237
E_LUMO, Ha: 0.0170
Charge: 0

```
11
C4H4O3 (ωB97M-V/def2-TZVPD)
O 0.624 0.463 -2.305
C 0.950 0.173 -1.183
C -0.023 0.114 -0.032
C -1.462 -0.186 -0.353
O -1.783 -1.093 -1.077
C 0.480 -0.138 1.327
O 0.230 1.179 0.883
H 2.008 0.011 -0.901
H -2.202 0.467 0.147
H -0.214 -0.508 2.084
H 1.530 -0.414 1.451
```


The energy of each structure relative to the most stable one, in eV, is as follows: #i 1.429; #ii 0.000.


#i
The following is a DFT calculation (ωB97M-V/def2-TZVPD) of a gas-phase ion, C5H11N2O (charge +1).

Values from the calculation:
Kohn-Sham gap, eV: 8.9917
E_LUMO, Ha: -0.1365
Charge: +1

```
19
C5H11N2O (ωB97M-V/def2-TZVPD)
C 0.569 -2.145 -1.116
C 0.890 -1.171 -0.288
N 2.144 -0.583 -0.071
C -0.173 -0.552 0.619
C -0.407 0.887 0.188
N -1.160 1.676 1.210
C -1.079 1.082 -1.134
O -1.942 1.907 -1.264
H -0.448 -2.491 -1.235
H 1.288 -2.653 -1.743
H 2.853 -0.876 -0.732
H 2.513 -0.746 0.864
H 0.255 -0.558 1.626
H -1.101 -1.117 0.580
H 0.596 1.306 0.096
H -0.578 1.913 2.014
H -1.959 1.122 1.526
H -1.537 2.547 0.816
H -0.726 0.452 -1.956
```


#ii
The following is a DFT calculation (ωB97M-V/def2-TZVPD) of a gas-phase ion, C5H11N2O (charge +1).

Values from the calculation:
Kohn-Sham gap, eV: 9.1702
E_LUMO, Ha: -0.1409
Charge: +1

```
19
C5H11N2O (ωB97M-V/def2-TZVPD)
N 1.438 -0.077 -0.157
C 0.097 -0.472 0.132
C -0.275 -1.748 0.609
N 0.684 -2.752 0.780
C -0.985 0.379 -0.508
C -0.958 1.779 -0.023
C -0.069 2.675 -0.812
O 1.014 2.969 -0.399
H 1.636 0.962 -0.364
H 2.352 -0.593 0.281
H -1.326 -1.861 0.715
H 1.204 -2.934 -0.173
H 1.272 -2.483 1.576
H 0.173 -3.595 1.083
H -2.069 0.018 -0.481
H -0.928 0.398 -1.660
H -0.588 1.793 1.045
H -2.185 2.140 -0.117
H -0.486 3.404 -1.528
```


The energy of each structure relative to the most stable one, in eV, is as follows: #i 0.000; #ii 2.189.


#i
The following is a DFT calculation (ωB97M-V/def2-TZVPD) of C2H3F2OP in the gas phase.

Values from the calculation:
Kohn-Sham gap (spin up / spin down), eV: 7.7403 / 7.7410
E_LUMO (spin up / spin down), Ha: -0.0310 / -0.0310
Charge: 0

```
9
C2H3F2OP (ωB97M-V/def2-TZVPD)
O -1.903 -0.270 -0.942
C -1.050 0.332 -0.351
P 0.345 -0.370 0.417
C 0.686 -0.532 2.297
F 1.881 -1.198 2.176
F -0.159 -1.421 2.844
H -1.168 1.431 -0.555
H 1.557 0.448 0.090
H 0.441 -1.168 -0.771
```


#ii
The following is a DFT calculation (ωB97M-V/def2-TZVPD) of 2 unconnected molecules or ions with the total composition C2H3F2OP.

Values from the calculation:
Kohn-Sham gap, eV: 8.3956
E_LUMO, Ha: -0.0384
Charge: 0

```
9
C2H3F2OP (ωB97M-V/def2-TZVPD)
C -0.055 0.028 0.120
C 1.375 -0.482 -1.347
O 1.143 1.768 -2.713
F 2.142 -1.406 -0.768
F 0.660 -1.071 -2.309
P 2.009 1.253 -1.670
H 0.320 -0.494 0.981
H -0.955 -0.360 -0.322
H -0.015 1.105 0.189
```


The energy of each structure relative to the most stable one, in eV, is as follows: #i 2.651; #ii 0.000.


#i
The following is a DFT calculation (ωB97M-V/def2-TZVPD) of 2 unconnected molecules or ions with the total composition C4H6ClN.

Values from the calculation:
Kohn-Sham gap, eV: 10.0374
E_LUMO, Ha: 0.0301
Charge: 0

```
12
C4H6ClN (ωB97M-V/def2-TZVPD)
C 1.944 -1.828 0.420
C 2.080 -0.653 0.270
Cl 2.766 0.753 -0.270
H 1.463 -2.803 0.724
C -0.739 0.263 -0.826
C -1.029 0.365 0.618
N -1.149 1.527 -0.246
H 0.229 0.353 -1.137
H -1.277 -0.271 -1.595
H -1.912 -0.037 0.987
H -0.252 0.432 1.329
H -2.124 1.898 -0.273
```


#ii
The following is a DFT calculation (ωB97M-V/def2-TZVPD) of C4H6ClN in the gas phase.

Values from the calculation:
Kohn-Sham gap, eV: 10.3191
E_LUMO, Ha: 0.0367
Charge: 0

```
12
C4H6ClN (ωB97M-V/def2-TZVPD)
C -0.296 1.717 0.007
C -0.414 0.379 0.023
Cl -1.940 -0.507 0.002
C 0.759 -0.549 -0.180
C 1.937 -0.404 0.737
N 2.052 0.044 -0.643
H -1.116 2.387 0.330
H 0.641 2.230 -0.165
H 0.498 -1.571 -0.569
H 2.481 -1.288 1.110
H 1.774 0.382 1.476
H 2.426 -0.676 -1.233
```


#iii
The following is a DFT calculation (ωB97M-V/def2-TZVPD) of 2 unconnected molecules or ions with the total composition C4H6ClN.

Values from the calculation:
Kohn-Sham gap (spin up / spin down), eV: 9.2842 / 9.2830
E_LUMO (spin up / spin down), Ha: -0.0429 / -0.0429
Charge: 0

```
12
C4H6ClN (ωB97M-V/def2-TZVPD)
C -1.547 0.360 1.432
C -0.418 0.391 -1.247
C 1.021 -0.846 0.416
C 0.296 0.363 0.017
N -2.179 0.171 2.325
Cl 1.058 1.871 0.380
H 0.244 0.704 -2.005
H -0.766 -0.651 -1.425
H -1.269 1.103 -1.386
H 0.594 -1.624 -0.205
H 0.903 -1.082 1.439
H 2.063 -0.761 0.260
```


The energy of each structure relative to the most stable one, in eV, is as follows: #i 2.523; #ii 0.000; #iii 1.410.


#i
The following is a DFT calculation (ωB97M-V/def2-TZVPD) of C4H6ClN in the gas phase.

Values from the calculation:
Kohn-Sham gap, eV: 9.8297
E_LUMO, Ha: 0.0358
Charge: 0

```
12
C4H6ClN (ωB97M-V/def2-TZVPD)
Cl 2.762 0.062 -0.111
C 1.135 0.181 -0.038
C 0.304 1.197 0.001
C -1.138 0.638 -0.009
N -0.855 -0.865 -0.184
C 0.476 -1.048 0.244
H 0.456 2.248 0.134
H -1.831 0.722 -0.900
H -1.888 1.000 0.870
H -1.121 -1.113 -1.196
H 1.049 -1.868 -0.150
H 0.651 -1.156 1.340
```


#ii
The following is a DFT calculation (ωB97M-V/def2-TZVPD) of C4H6ClN in the gas phase.

Values from the calculation:
Kohn-Sham gap, eV: 10.4596
E_LUMO, Ha: 0.0297
Charge: 0

```
12
C4H6ClN (ωB97M-V/def2-TZVPD)
N 2.304 0.098 0.502
C 1.502 -0.852 -0.216
C 0.151 -0.432 -0.385
C -0.861 0.228 -0.278
C -2.267 0.695 -0.158
Cl -3.395 -0.619 0.216
H 1.822 0.148 1.398
H 2.135 1.038 0.037
H 1.989 -1.130 -1.175
H 1.526 -1.757 0.385
H -2.299 1.363 0.714
H -2.606 1.220 -1.042
```


The energy of each structure relative to the most stable one, in eV, is as follows: #i 0.059; #ii 0.000.


#i
The following is a DFT calculation (ωB97M-V/def2-TZVPD) of 2 unconnected molecules or ions with the total composition C4H13N2OPS.

Values from the calculation:
Kohn-Sham gap, eV: 9.8776
E_LUMO, Ha: 0.0149
Charge: 0

```
22
C4H13N2OPS (ωB97M-V/def2-TZVPD)
C 1.451 0.103 -2.486
C 0.561 1.319 2.108
C -0.410 -0.808 2.280
C 0.571 -0.949 -1.617
N -2.586 -0.361 0.328
N -0.463 0.442 1.677
O -0.070 -1.773 -2.419
P -1.534 0.826 0.450
S -1.006 2.519 -0.380
H 0.824 0.544 -3.335
H 1.774 1.059 -2.026
H 2.362 -0.437 -2.770
H 0.275 1.715 3.040
H 1.492 0.771 2.076
H 0.589 2.137 1.409
H 0.694 -1.144 2.360
H -0.950 -0.910 3.267
H -0.813 -1.459 1.605
H -0.111 -0.379 -0.940
H 1.200 -1.707 -1.027
H -0.628 -1.291 -3.131
H -3.223 -0.216 -0.469
```


#ii
The following is a DFT calculation (ωB97M-V/def2-TZVPD) of C4H13N2OPS in the gas phase.

Values from the calculation:
Kohn-Sham gap, eV: 9.4334
E_LUMO, Ha: 0.0253
Charge: 0

```
22
C4H13N2OPS (ωB97M-V/def2-TZVPD)
C 1.935 2.446 0.290
C 1.865 1.273 -0.666
S 0.195 0.816 -1.330
P -0.114 -0.876 -0.118
O 1.144 -1.019 0.622
N -1.703 -1.040 0.679
C -2.121 -0.154 1.745
N -0.250 -2.223 -1.126
C -1.335 -2.858 -1.707
H 1.432 3.346 -0.129
H 1.371 2.128 1.161
H 2.957 2.810 0.638
H 2.168 0.394 -0.273
H 2.362 1.621 -1.543
H -2.401 -1.205 0.019
H -1.264 0.003 2.389
H -2.635 0.621 1.310
H -2.731 -0.790 2.411
H 0.630 -2.421 -1.455
H -1.419 -2.885 -2.778
H -1.279 -3.973 -1.400
H -2.201 -2.354 -1.285
```


The energy of each structure relative to the most stable one, in eV, is as follows: #i 1.763; #ii 0.000.


#i
The following is a DFT calculation (ωB97M-V/def2-TZVPD) of 2 unconnected molecules or ions with the total composition C3H7O2S2.

Values from the calculation:
Kohn-Sham gap (spin up / spin down), eV: 6.4713 / 6.6540
E_LUMO (spin up / spin down), Ha: 0.0864 / 0.0933
Charge: -1

```
14
C3H7O2S2 (ωB97M-V/def2-TZVPD)
C 1.325 -0.912 -0.086
C 0.237 1.360 0.297
C 0.229 0.056 -0.460
O -1.226 -1.237 1.383
O -1.568 -1.872 -0.971
S -3.155 1.594 -0.145
S -1.424 -0.777 0.003
H 2.315 -0.459 -0.182
H 1.178 -1.221 0.950
H 1.277 -1.798 -0.719
H -0.754 1.812 0.223
H 0.969 2.062 -0.104
H 0.445 1.184 1.350
H 0.153 0.209 -1.537
```


#ii
The following is a DFT calculation (ωB97M-V/def2-TZVPD) of 2 unconnected molecules or ions with the total composition C3H7O2S2.

Values from the calculation:
Kohn-Sham gap, eV: 7.7675
E_LUMO, Ha: 0.1248
Charge: -1

```
14
C3H7O2S2 (ωB97M-V/def2-TZVPD)
O -2.026 0.207 1.029
C -1.716 1.374 1.371
O -0.581 1.893 1.450
H -2.551 2.090 1.691
C 1.010 -0.747 1.439
S 1.110 -1.509 -0.193
S 0.963 0.083 -1.494
C -0.821 0.200 -1.817
H 1.752 0.063 1.487
H 0.026 -0.214 1.452
H 1.078 -1.559 2.195
H -1.250 -0.038 -0.823
H -1.112 1.216 -2.140
H -1.111 -0.491 -2.651
```


#iii
The following is a DFT calculation (ωB97M-V/def2-TZVPD) of 2 unconnected molecules or ions with the total composition C3H7O2S2.

Values from the calculation:
Kohn-Sham gap, eV: 7.9451
E_LUMO, Ha: 0.1282
Charge: -1

```
14
C3H7O2S2 (ωB97M-V/def2-TZVPD)
O 0.222 -2.393 -0.558
C -0.187 -1.878 -1.655
O -0.582 -0.717 -1.933
H -0.178 -2.527 -2.540
C -2.170 1.185 -0.254
C -0.712 1.684 -0.097
S 0.076 1.034 1.466
S 1.740 -0.067 0.791
H -2.819 1.450 0.616
H -2.146 0.079 -0.250
H -2.688 1.512 -1.179
H -0.704 2.800 -0.044
H -0.160 1.251 -0.973
H 0.941 -1.114 0.228
```


The energy of each structure relative to the most stable one, in eV, is as follows: #i 2.372; #ii 0.212; #iii 0.000.